This record from the Open Molecules 2025 dataset describes 2 unconnected molecules or ions with the total composition C3H10NOS in a non-equilibrium geometry. The level of theory is wB97M-V/def2-TZVPD.

```
16
Properties=species:S:1:pos:R:3:forces:R:3:nbo_charge:R:1
S -1.21467 -0.80411 -1.53870 -0.25 -0.03 1.40 -0.81
O 1.68234 3.56673 -4.45800 -0.25 0.42 -0.45 -1.48
N 0.68650 -1.94379 0.71622 -1.04 -0.36 -0.26 -0.87
C 0.27458 0.03277 2.06977 -2.26 -2.53 0.46 -0.65
C -1.55963 -0.58692 0.33039 -1.21 0.16 -1.67 -0.56
C -0.45003 -1.19102 1.29629 1.28 2.96 -1.14 -0.07
H -1.84473 0.50616 0.43811 1.04 -0.92 0.34 0.18
H -2.57001 -1.06349 0.59298 1.29 0.18 -0.37 0.15
H 0.99844 -1.43192 -0.11608 -0.14 0.29 0.24 0.38
H 2.27177 3.97095 -3.79019 0.10 -0.24 0.06 0.20
H 0.54549 0.76339 1.33788 0.99 0.11 -0.59 0.22
H 1.57497 2.62708 -4.23786 0.25 -0.04 0.31 0.40
H -1.13105 -1.81962 1.81775 0.52 -0.84 1.62 0.17
H -0.58569 0.52192 2.54226 0.45 0.06 0.86 0.19
H 1.06308 -0.41005 2.74953 -0.81 1.06 -0.74 0.20
H 0.25866 -2.73808 0.24964 0.03 -0.26 -0.06 0.35
```
Positions in Å, forces in eV/Å.

LUMO (spin up / spin down) = 6.0307 / 5.9743 eV
M = 108.19 g/mol
Expectation value of S² = 0.75
Gap between HOMO and LUMO (spin up / spin down) = 2.279 / 6.155 eV
2S+1 = 2
Charge = -2
Energy above the lowest of the compared OMol25 structures with the same formula, charge and spin = 1.095 eV

---

This record from the Open Molecules 2025 dataset describes a single C4H13N3S molecule. The level of theory is wB97M-V/def2-TZVPD.

```
21
Properties=species:S:1:pos:R:3:forces:R:3:nbo_charge:R:1
S 2.45193 0.44652 -1.12419 0.28 -0.09 -0.18 -0.04
N 1.38184 -1.51873 1.42402 -0.33 -0.09 0.13 -0.84
N -3.13770 1.57797 0.73674 -0.22 0.54 0.38 -0.85
N -1.46865 0.16500 -0.32168 -0.46 0.25 0.29 -0.65
C -2.38661 0.34781 0.82148 0.30 -0.42 -0.73 -0.05
C -0.08246 -0.12371 -0.01155 0.23 -0.36 -0.21 -0.07
C 0.71999 -0.02209 -1.31706 -0.19 -0.11 -0.06 -0.53
C 0.11159 -1.46585 0.70907 -0.02 0.16 -0.44 -0.23
H 1.49272 -2.42977 1.84994 0.14 0.02 0.03 0.36
H 2.15536 -1.35876 0.79165 0.04 -0.03 0.02 0.37
H -2.81555 2.27284 1.40283 0.01 -0.11 -0.25 0.36
H 2.26878 1.62258 -0.51160 -0.12 0.00 0.02 0.12
H 0.73561 -0.95293 -1.89819 0.08 -0.13 0.42 0.22
H -0.72400 -1.55829 1.39641 0.08 -0.13 0.41 0.19
H -1.80980 0.33382 1.74840 -0.09 -0.09 0.02 0.18
H 0.26721 0.65422 0.66737 0.03 0.14 0.06 0.20
H -0.02123 -2.27635 -0.02654 0.03 0.05 -0.05 0.15
H 0.20018 0.65587 -1.97528 0.00 0.57 -0.10 0.23
H -3.07524 1.97145 -0.19217 0.04 -0.03 0.00 0.37
H -1.85287 -0.48520 -0.99317 0.06 -0.14 0.04 0.36
H -3.09235 -0.49154 0.82596 0.10 0.02 0.20 0.16
```
Positions in Å, forces in eV/Å.

LUMO = 0.9488 eV
M = 135.24 g/mol
Gap between HOMO and LUMO = 9.912 eV
2S+1 = 1
Energy above the lowest of the compared OMol25 structures with the same formula, charge and spin = 0.877 eV
SMILES = NCN[C@@H](CN)CS

---

This record from the Open Molecules 2025 dataset describes 2 unconnected molecules or ions with the total composition C6H14N2O2 in a non-equilibrium geometry. The level of theory is wB97M-V/def2-TZVPD.

```
24
Properties=species:S:1:pos:R:3:forces:R:3:nbo_charge:R:1
O -0.37788 1.55434 -0.43298 0.00 0.56 -0.25 -0.66
O 1.45260 -2.72890 -1.73893 -0.05 0.14 -0.19 -0.64
N -0.98727 1.24449 1.70985 -1.00 0.06 -0.65 -0.62
N -0.11768 -1.23443 -1.15477 -0.53 -0.48 -0.03 -0.63
C 1.07016 -1.56793 -1.71157 0.46 -0.06 0.52 0.67
C 1.33991 1.71707 1.29260 -0.90 1.18 -1.32 -0.71
C 1.95186 -0.41609 -2.10025 0.09 0.90 -0.27 -0.71
C -0.08438 1.57634 0.74815 0.58 -1.42 1.05 0.70
C -0.83123 -2.26361 -0.43486 -0.42 -0.15 0.02 -0.41
C -2.38042 0.95313 1.35616 0.45 0.15 1.15 -0.42
H 2.69825 -0.23462 -1.32335 -0.01 -0.35 0.07 0.23
H -1.74447 -1.87113 -0.00454 -0.12 0.38 0.06 0.19
H 1.41343 2.77654 1.57219 0.32 -0.39 0.65 0.24
H -2.44762 0.53778 0.35959 -0.10 0.16 -0.06 0.23
H -0.47180 -0.29181 -1.09569 0.45 0.11 -0.16 0.43
H 2.49227 -0.55858 -3.03260 -0.08 -0.34 -0.01 0.23
H -2.74419 0.25931 2.10571 -0.06 -0.53 -0.13 0.20
H -1.14497 -3.10881 -1.04882 0.32 0.04 -0.17 0.21
H 1.53316 0.97350 2.04769 0.15 0.17 0.46 0.23
H -2.99571 1.82757 1.52670 -0.22 0.37 -0.64 0.20
H -0.21832 -2.63033 0.37829 0.16 -0.30 0.17 0.20
H -0.82820 1.34944 2.69582 0.56 0.07 -0.10 0.40
H 2.01873 1.61424 0.45629 0.15 -0.26 -0.12 0.24
H 1.40378 0.52248 -2.17068 -0.21 -0.02 -0.07 0.23
```
Positions in Å, forces in eV/Å.

LUMO = 0.5855 eV
M = 146.19 g/mol
Gap between HOMO and LUMO = 9.808 eV
2S+1 = 1
Energy above the lowest of the compared OMol25 structures with the same formula, charge and spin = 0.639 eV
SMILES = CNC(C)=O.CNC(C)=O

---

This record from the Open Molecules 2025 dataset describes a molecular structure, C27H30BrClN3O7Sr. The level of theory is wB97M-V/def2-TZVPD.

```
70
Properties=species:S:1:pos:R:3:forces:R:3:nbo_charge:R:1
Sr -1.08257 -1.06643 -1.37646 0.26 0.35 0.55 1.83
Br -1.19318 2.25686 -1.59488 0.00 -0.02 0.02 -0.01
Cl -2.93229 -0.97988 -3.95817 -0.14 -0.25 -0.19 2.53
O -4.06876 -1.98425 2.37804 0.09 0.01 -0.06 -0.70
O -3.38311 -0.79877 -2.57354 0.00 -0.02 -0.14 -0.92
O -1.48679 -0.72042 -3.93860 0.00 -0.04 -0.02 -0.93
O -2.32887 -2.24703 0.50895 -0.08 -0.05 -0.31 -0.83
O -3.16204 -2.33630 -4.36526 0.02 0.28 0.06 -0.83
O 0.48031 0.23744 -0.10595 -0.15 -0.09 -0.16 -0.93
O -3.59082 -0.05630 -4.82630 0.14 -0.09 0.22 -0.81
N -2.40737 -4.15156 -0.83159 0.02 -0.04 0.07 -0.47
N 0.92228 -2.54354 -2.53194 -0.08 0.05 -0.13 -0.50
N -1.28807 -3.64330 -1.39605 -0.07 0.12 -0.07 -0.30
C 0.43460 -3.70054 -3.00989 0.04 0.02 -0.07 0.18
C -4.84051 -4.88126 0.27868 -0.01 -0.01 0.01 -0.13
C 1.97625 -2.00060 -3.13366 -0.03 0.01 0.04 0.06
C 1.49906 4.14574 0.93315 0.02 -0.02 0.02 -0.08
C -5.86401 -3.48982 2.44078 -0.02 -0.01 0.01 -0.31
C 1.62464 -0.32225 2.62893 0.00 0.00 0.00 -0.60
C 3.67934 1.04179 2.81325 0.01 0.00 0.00 -0.60
C 1.00027 -4.32918 -4.11672 0.04 -0.02 0.02 -0.24
C 2.95980 5.68264 2.32928 -0.01 -0.01 -0.01 -0.60
C -4.14168 -3.77188 0.75947 0.04 -0.02 0.04 -0.25
C -6.53193 -4.59134 1.94663 0.01 -0.01 -0.02 -0.18
C -0.74236 -4.28225 -2.35425 0.00 -0.04 0.01 0.00
C 2.33330 6.32161 0.01605 0.00 0.00 -0.01 -0.59
C -4.66975 -3.06628 1.85396 0.02 0.02 0.00 0.43
C -2.86908 -3.33948 0.11683 -0.05 -0.04 0.08 0.61
C 2.14531 3.04465 1.49488 -0.02 0.00 -0.01 -0.23
C 1.85205 5.59277 1.27845 -0.01 -0.02 -0.01 -0.07
C 0.49488 3.87834 0.01012 0.01 -0.01 0.01 -0.27
C 2.60073 -2.56196 -4.23610 0.00 -0.05 0.01 -0.27
C 2.09310 -3.75166 -4.73528 0.02 0.03 -0.01 -0.16
C -6.02455 -5.29616 0.85654 0.00 0.03 0.02 -0.28
C 0.81597 1.43843 0.24342 0.02 -0.06 -0.07 0.28
C 3.30241 -0.27944 0.75777 0.00 0.00 0.00 -0.61
C 0.18215 2.57452 -0.30647 -0.03 0.00 -0.04 -0.06
C 2.60218 0.56018 1.83799 -0.01 0.01 -0.01 -0.08
C 1.84539 1.72211 1.18646 0.04 0.01 0.03 -0.02
C 0.61413 6.31275 1.82976 -0.01 0.01 0.01 -0.59
H 4.17952 0.17170 3.24494 0.00 0.00 0.00 0.20
H -0.05177 4.67879 -0.47373 0.00 0.00 0.01 0.21
H 2.54177 -4.21968 -5.60250 -0.01 0.00 0.00 0.21
H 3.17301 6.73206 2.54647 0.00 0.00 0.00 0.20
H 0.83969 -0.71067 1.98427 0.01 0.00 0.00 0.24
H 2.58228 7.36234 0.24402 0.00 0.00 0.00 0.19
H 0.85289 7.35196 2.07472 -0.01 0.00 0.00 0.19
H 1.56616 6.31869 -0.75976 0.01 0.00 0.01 0.21
H 2.57756 -0.67749 0.05080 0.00 0.00 0.01 0.24
H -6.24443 -2.92539 3.28236 0.00 0.00 0.00 0.21
H 3.83812 -1.11309 1.22165 0.00 0.00 0.00 0.19
H -1.14077 -5.22726 -2.72123 -0.02 0.00 0.04 0.18
H -6.55270 -6.15454 0.46277 0.00 0.00 0.00 0.20
H 2.92900 3.22835 2.21378 0.00 0.00 0.00 0.20
H -0.20065 6.31584 1.10439 0.01 0.00 0.01 0.21
H 3.88368 5.21826 1.97860 0.00 0.00 0.00 0.21
H -3.27347 -1.81914 1.80796 -0.06 -0.02 0.02 0.51
H 2.66549 5.19873 3.26281 0.01 0.00 0.00 0.21
H 0.25398 5.81733 2.73350 0.00 0.00 0.00 0.21
H 0.56974 -5.25082 -4.48537 0.00 0.00 0.01 0.22
H 2.33131 -1.06570 -2.71232 -0.01 0.00 0.00 0.21
H 2.16002 -1.16398 3.07843 0.00 0.00 0.00 0.19
H 3.45012 -2.07174 -4.69051 0.00 0.00 0.01 0.22
H 4.02757 0.33229 0.21392 0.00 -0.01 0.00 0.20
H 4.43828 1.65032 2.31529 -0.01 0.00 0.00 0.20
H 1.16084 0.25470 3.43287 0.00 -0.01 0.00 0.20
H -4.42240 -5.40351 -0.57013 0.00 0.00 0.00 0.24
H -7.46065 -4.90297 2.41010 0.00 0.00 0.00 0.20
H 3.22139 5.83412 -0.39134 0.00 0.00 0.00 0.21
H 3.25399 1.62256 3.63501 0.00 -0.01 0.00 0.20
```
Positions in Å, forces in eV/Å.

LUMO = 1.9896 eV
M = 711.53 g/mol
Gap between HOMO and LUMO = 6.956 eV
2S+1 = 1
Charge = -1
Energy above the lowest of the compared OMol25 structures with the same formula, charge and spin = 0.121 eV

---

Please write out number 2 again, unchanged.
This record from the Open Molecules 2025 dataset describes a single C4H13N3S molecule. The level of theory is wB97M-V/def2-TZVPD.

```
21
Properties=species:S:1:pos:R:3:forces:R:3:nbo_charge:R:1
S 2.45193 0.44652 -1.12419 0.28 -0.09 -0.18 -0.04
N 1.38184 -1.51873 1.42402 -0.33 -0.09 0.13 -0.84
N -3.13770 1.57797 0.73674 -0.22 0.54 0.38 -0.85
N -1.46865 0.16500 -0.32168 -0.46 0.25 0.29 -0.65
C -2.38661 0.34781 0.82148 0.30 -0.42 -0.73 -0.05
C -0.08246 -0.12371 -0.01155 0.23 -0.36 -0.21 -0.07
C 0.71999 -0.02209 -1.31706 -0.19 -0.11 -0.06 -0.53
C 0.11159 -1.46585 0.70907 -0.02 0.16 -0.44 -0.23
H 1.49272 -2.42977 1.84994 0.14 0.02 0.03 0.36
H 2.15536 -1.35876 0.79165 0.04 -0.03 0.02 0.37
H -2.81555 2.27284 1.40283 0.01 -0.11 -0.25 0.36
H 2.26878 1.62258 -0.51160 -0.12 0.00 0.02 0.12
H 0.73561 -0.95293 -1.89819 0.08 -0.13 0.42 0.22
H -0.72400 -1.55829 1.39641 0.08 -0.13 0.41 0.19
H -1.80980 0.33382 1.74840 -0.09 -0.09 0.02 0.18
H 0.26721 0.65422 0.66737 0.03 0.14 0.06 0.20
H -0.02123 -2.27635 -0.02654 0.03 0.05 -0.05 0.15
H 0.20018 0.65587 -1.97528 0.00 0.57 -0.10 0.23
H -3.07524 1.97145 -0.19217 0.04 -0.03 0.00 0.37
H -1.85287 -0.48520 -0.99317 0.06 -0.14 0.04 0.36
H -3.09235 -0.49154 0.82596 0.10 0.02 0.20 0.16
```
Positions in Å, forces in eV/Å.

LUMO = 0.9488 eV
M = 135.24 g/mol
Gap between HOMO and LUMO = 9.912 eV
2S+1 = 1
Energy above the lowest of the compared OMol25 structures with the same formula, charge and spin = 0.877 eV
SMILES = NCN[C@@H](CN)CS

---

Among the records above, which one has the highest 2S+1? C3H10NOS

---

What is the 2S+1 in the third record? 1

---

Among the records above, which one has the lowest energy above the lowest of the compared OMol25 structures with the same formula, charge and spin? C27H30BrClN3O7Sr